Density functional theory data (the ωB97M-V functional and the def2-TZVPD basis) for a 9-piece molecular cluster, C28H57BN20O13S overall.

```
120
Properties=species:S:1:pos:R:3:forces:R:3:mulliken_charge:R:1
C 3.310431 -1.232879 0.890254 -0.36 0.37 0.21 -0.743
C 3.698919 -0.081267 -0.155632 3.14 -0.87 -3.34 0.804
O 4.597174 -0.333914 -1.030355 -3.63 1.12 3.93 -0.600
O 3.140390 1.238305 -0.178579 -0.47 -2.40 0.04 -0.396
C 1.785699 1.204434 -0.774309 -0.78 -0.18 -0.11 0.674
C 1.868003 1.375894 -2.371352 0.64 0.71 0.07 -0.632
C 0.447344 1.549152 -3.101754 0.61 -0.48 -0.43 -0.432
C -0.311310 0.138565 -3.396641 -0.82 0.45 0.70 -0.842
C -0.697379 -0.639329 -2.051783 -2.53 -1.26 4.64 0.152
C -1.794891 -0.384285 -0.991506 1.77 1.35 -3.22 0.014
C -2.762321 0.865620 -1.237678 -0.41 -1.18 -0.98 -0.584
C -4.072333 0.370566 -2.067503 -3.55 -1.07 -2.02 0.654
C -4.351580 -1.137480 -2.427933 -2.29 1.81 -0.99 -0.285
C -5.637595 -1.614119 -3.230491 0.37 3.61 0.38 -0.435
C -6.698642 -0.590080 -3.741851 3.61 1.26 2.33 -0.403
C -6.449788 0.933432 -3.397046 2.40 -2.46 0.90 -0.523
C -5.152290 1.407701 -2.586131 -1.07 -3.45 -0.90 -0.331
N -1.824152 -1.365461 0.099229 5.40 -0.42 -6.68 1.111
N -2.683000 -1.460069 1.179364 0.97 4.71 2.64 -1.393
C -2.508950 -0.389108 1.942453 -0.10 -2.00 1.84 0.362
S -2.301824 0.604538 3.250276 -0.79 -2.48 -3.99 -0.061
C -0.719661 -2.262319 -0.275366 -1.00 0.75 0.07 -0.287
C -0.433714 -3.492731 0.711091 -1.15 -6.96 1.33 -0.006
O 0.287686 -3.416634 1.769669 -1.54 1.84 -3.29 -0.586
O -1.068697 -4.698063 0.389566 2.49 6.95 0.46 -0.666
N -0.051534 -1.862975 -1.517405 -2.90 0.97 2.62 1.751
B 1.098043 -2.684912 -2.107027 0.66 -1.00 -0.64 -0.267
O 2.222715 -1.962549 -2.660949 -2.31 -0.71 -0.26 -0.467
N 0.913709 -4.159691 -2.088665 1.85 2.03 -1.09 0.250
C 0.174404 -4.517342 -3.346908 -1.74 0.26 -0.10 -1.448
C 2.199914 -4.909482 -1.931422 0.12 -1.40 0.86 -0.956
H 2.947611 -0.773567 1.877044 0.58 -0.69 -1.45 0.285
H 2.467188 -1.927687 0.514696 1.21 1.30 0.40 0.092
H 4.220901 -1.922640 1.067252 -1.41 1.45 -0.41 0.310
H 1.155425 2.068985 -0.323933 1.27 -1.35 -0.72 -0.374
H 1.324829 0.205253 -0.428832 0.39 1.50 -0.77 -0.125
H 2.533318 0.549663 -2.839732 -1.37 1.22 0.85 0.064
H 2.453278 2.362458 -2.560037 -0.97 -1.61 0.47 0.425
H 0.648659 2.052322 -4.126538 -0.39 -0.91 1.64 0.395
H -0.219627 2.278507 -2.518081 0.92 -1.19 -0.71 0.178
H -1.301333 0.400205 -3.932562 1.46 -0.59 0.88 0.316
H 0.279170 -0.539958 -4.115820 -0.80 1.04 1.38 0.298
H -3.052053 1.439744 -0.290574 0.40 -0.91 -1.32 0.424
H -2.190846 1.582788 -1.948535 -0.90 -1.18 1.46 0.152
H -3.634592 -1.984426 -2.119431 -1.17 1.66 -0.43 0.217
H -5.790834 -2.732020 -3.483101 0.45 2.11 0.64 0.323
H -7.611329 -0.950564 -4.346210 1.66 0.80 1.21 0.312
H -7.229666 1.705550 -3.762858 1.62 -1.36 0.81 0.282
H -5.061539 2.534897 -2.387621 -0.02 -1.99 -0.26 0.301
H 2.221763 -2.035538 -3.652601 0.32 -0.20 1.43 0.306
H -0.514286 -3.613453 -3.609458 0.99 -1.42 0.23 0.208
H -0.556981 -5.403825 -3.181040 1.78 1.66 -0.37 0.924
H 0.876404 -4.680969 -4.239095 -0.84 0.17 1.21 0.310
H 3.147205 -4.271606 -2.015493 -1.37 -0.77 -0.06 0.277
H 2.241340 -5.790235 -2.679174 0.02 1.51 1.13 0.348
H 2.181149 -5.382458 -0.871816 0.17 0.74 -1.73 0.263
C 8.700102 0.556125 -1.765661 -0.17 -0.35 0.25 0.544
O 9.726233 0.181345 -2.317235 0.18 0.06 -0.15 -0.695
N 8.599731 1.756559 -1.146640 0.37 0.75 0.27 -0.318
N 7.575936 -0.194087 -1.725880 -0.22 -0.47 -0.09 -0.188
H 7.767112 2.082021 -0.689417 0.03 -0.06 -0.11 0.151
H 9.416451 2.346557 -1.153826 -0.19 -0.11 0.00 0.218
H 7.609249 -1.094739 -2.175579 -0.06 0.20 0.11 0.162
H 6.723139 0.096235 -1.278322 -0.07 -0.08 -0.15 0.170
C 0.608811 -1.384927 6.108917 0.00 -0.02 0.02 0.596
O 0.438161 -0.540258 6.978659 -0.13 0.30 0.20 -0.696
N 0.798900 -2.694486 6.388923 0.08 -0.52 0.52 -0.371
N 0.621689 -1.080396 4.790541 0.02 0.45 -0.61 -0.176
H 0.940230 -3.401485 5.689191 -0.05 0.09 -0.01 0.170
H 0.795926 -2.961349 7.360426 0.00 0.04 -0.22 0.215
H 0.483224 -0.114740 4.542155 0.06 -0.25 0.05 0.080
H 0.759840 -1.758009 4.059306 -0.10 -0.06 -0.05 0.148
C -0.573590 3.033330 9.028492 0.00 -0.06 0.45 0.603
O -0.747084 3.881386 9.893856 -0.05 0.19 -0.11 -0.674
N -0.359922 1.729003 9.312425 0.03 -0.57 0.44 -0.319
N -0.580338 3.327247 7.705989 -0.08 0.59 -0.79 -0.204
H -0.215852 1.021079 8.612399 0.09 -0.07 -0.08 0.229
H -0.346825 1.466249 10.284696 0.00 0.08 -0.22 0.191
H -0.736167 4.289088 7.450610 0.03 -0.26 -0.08 0.067
H -0.439809 2.646705 6.980918 0.03 -0.03 0.16 0.132
C 0.187337 4.592621 1.151684 -0.11 0.25 -0.33 0.739
O -0.306078 4.459532 0.040297 0.00 -0.19 -0.01 -0.645
N 0.641286 5.781021 1.612668 0.16 0.65 -0.09 -0.423
N 0.321799 3.558999 2.018075 -0.07 -0.89 0.34 -0.248
H 1.048886 5.910156 2.521346 -0.09 -0.01 -0.06 0.157
H 0.558467 6.574019 0.996725 0.02 -0.16 0.15 0.231
H -0.005860 2.657734 1.709680 0.08 0.19 0.10 0.123
H 0.723699 3.644605 2.934399 -0.02 0.04 -0.10 0.167
C -2.198672 -7.520777 -4.262079 0.10 0.12 0.25 0.593
O -1.772149 -6.655606 -3.511211 -0.51 -0.50 -0.22 -0.661
N -2.060178 -8.842810 -4.005293 0.27 -0.62 0.41 -0.403
N -2.847053 -7.232304 -5.416245 -0.31 0.51 -0.60 -0.386
H -2.402809 -9.568699 -4.608180 0.02 0.10 0.05 0.160
H -1.582901 -9.097637 -3.154978 -0.12 0.05 -0.16 0.228
H -2.970141 -6.258377 -5.642439 0.00 -0.22 0.04 0.215
H -3.204592 -7.927763 -6.045858 0.04 0.06 0.09 0.165
C -8.550666 0.015249 0.367789 -0.23 -0.20 -0.45 0.601
O -9.432589 -0.368655 -0.385102 0.05 0.06 0.10 -0.661
N -8.783961 0.331448 1.666024 -0.48 0.15 0.80 -0.383
N -7.263208 0.158856 -0.027425 0.59 -0.02 -0.42 -0.208
H -8.073959 0.648544 2.300776 -0.06 -0.05 -0.09 0.154
H -9.730393 0.237536 1.998208 0.22 0.02 -0.07 0.221
H -7.042522 -0.062563 -0.986958 0.01 0.05 0.14 0.098
H -6.526661 0.473860 0.577377 -0.09 -0.04 -0.05 0.143
C 8.366321 2.020165 -5.811359 -0.10 0.10 0.47 0.627
O 7.690960 2.933483 -5.359304 0.00 -0.01 -0.13 -0.662
N 8.550856 1.837586 -7.143372 -0.12 0.19 -1.01 -0.390
N 8.988559 1.112057 -5.024375 -0.07 -0.06 0.45 -0.241
H 9.100964 1.094952 -7.535071 -0.05 0.08 0.09 0.161
H 8.103291 2.493805 -7.762843 0.12 -0.15 0.14 0.222
H 8.875449 1.213752 -4.026330 0.29 -0.19 -0.30 0.159
H 9.546786 0.355789 -5.376515 -0.02 0.08 0.13 0.152
C -2.549646 7.022884 6.618885 0.31 -0.06 -0.09 0.696
O -1.675584 6.892513 5.773061 -0.02 -0.09 -0.01 -0.663
N -2.378704 6.649113 7.908499 0.40 -0.27 0.44 -0.343
N -3.765259 7.552509 6.338432 -0.62 0.35 -0.53 -0.391
H -3.082320 6.746580 8.617982 0.10 -0.06 -0.05 0.160
H -1.486595 6.250604 8.156047 -0.23 0.12 0.19 0.174
H -3.931154 7.843049 5.388237 0.03 -0.05 0.22 0.221
H -4.495379 7.667730 7.017809 0.11 -0.02 -0.05 0.161
```
Positions in Å, forces in eV/Å.

The HOMO-LUMO gap is 6.15 eV. The energy is -97889.0082 eV. The HOMO energy comes out at -8.2 eV. Its spin multiplicity is 1.